The following is a quantum chemistry calculation of a 6-piece molecular cluster, C6H25O6 overall in a non-equilibrium geometry, from the OMol25 dataset.

Total charge: +2
<S²>: 0.7538
Multiplicity: 2

```
37
C6H25O6 (the ωB97M-V functional and the def2-TZVPD basis)
O -0.48510 -0.27398 -0.53722
H -0.96245 0.52626 -0.30621
H 0.18273 -0.11928 -1.20928
H -0.19895 -0.69834 0.27496
O -1.52038 -2.75858 2.32450
H -1.77063 -2.58111 1.41780
H -2.16024 -3.40234 2.62845
O -2.76963 -2.06076 -0.12355
H -3.31104 -1.34756 -0.46185
H -3.16231 -2.85391 -0.48819
O 0.38015 -1.26241 1.65057
H -0.08191 -2.03497 1.97597
H 0.98329 -1.02863 2.35612
C 3.21764 -1.02745 -0.53658
C 3.00671 -0.21600 -1.75580
C 3.78734 -0.64356 -2.96523
O 1.69848 -0.11835 -2.22356
H 3.02873 -2.09883 -0.60423
H 2.57117 -0.57137 0.21320
H 4.24500 -1.24167 -0.24208
H 3.22599 0.81877 -1.49262
H 3.26529 -0.57937 -3.91992
H 4.01341 -1.67150 -2.68179
H 4.74853 -0.12991 -2.98489
H 1.66757 0.40287 -3.02915
C -2.98745 3.10329 0.79904
C -1.59934 2.49298 1.01588
C -1.66738 1.11739 1.78154
O -1.02328 2.14274 -0.21271
H -3.39528 3.47343 1.73966
H -3.68217 2.38949 0.35637
H -2.88283 3.92566 0.09133
H -0.96935 3.13056 1.63613
H -0.64099 0.89893 2.07630
H -2.08946 0.30465 1.19045
H -2.22652 1.13632 2.71702
H -0.43534 2.85655 -0.47043
```

The following is a quantum chemistry calculation of a 6-piece molecular cluster, C6H26N2O5 overall in a non-equilibrium geometry, from the OMol25 dataset.

Total charge: 0
SMILES: CC[C@@H](C)NCCN.O.O.O.O.O

```
39
C6H26N2O5 (the ωB97M-V functional and the def2-TZVPD basis)
C -3.33731 -0.64708 1.36432
C -1.81344 -0.59760 1.30420
C -1.32386 0.09858 0.01990
C -1.44806 1.60924 0.14492
N 0.06924 -0.35279 -0.19919
C 0.65526 0.06342 -1.48582
C 1.97130 -0.69758 -1.72926
N 3.03969 -0.47900 -0.76625
H -3.67059 -1.12923 2.28597
H -3.79750 0.34289 1.35273
H -3.76310 -1.22038 0.53584
H -1.44329 -0.04670 2.17367
H -1.40749 -1.61023 1.32830
H -1.93626 -0.27942 -0.80171
H -1.18729 2.09975 -0.79417
H -2.46350 1.94168 0.36807
H -0.79091 1.98669 0.93459
H 0.63296 -0.06806 0.59739
H -0.04405 -0.18789 -2.28092
H 0.85382 1.14398 -1.57436
H 1.78596 -1.77073 -1.76665
H 2.32995 -0.40259 -2.72264
H 2.91064 -1.03079 0.07930
H 3.14542 0.48552 -0.44992
O 1.89254 -1.86780 1.75565
H 1.16939 -1.98780 1.15418
H 1.74996 -0.98666 2.20398
O 1.86365 2.73826 0.97451
H 1.74434 2.34833 0.11445
H 1.18796 3.45971 0.99806
O 1.42603 0.79374 2.77394
H 1.66412 1.54911 2.20006
H 1.97467 0.90720 3.56847
O -1.86340 1.40883 -3.05479
H -1.90226 0.51722 -2.67808
H -2.73034 1.52495 -3.43760
O -1.32822 -2.56439 -1.62201
H -0.62471 -2.13319 -1.12527
H -1.63277 -3.29319 -1.08363
```

The following is a quantum chemistry calculation of C6H26O7 as an isolated structure in a non-equilibrium geometry, from the OMol25 dataset.

Total charge: 0

```
39
C6H26O7 (the ωB97M-V functional and the def2-TZVPD basis)
O 2.71805 1.62309 0.30013
H 3.16956 1.18849 -0.42340
H 3.14218 2.47848 0.36848
O -1.12234 4.17858 0.21856
H -0.81038 4.62248 -0.57004
H -0.59320 4.54654 0.92627
O -0.16258 5.20008 1.56215
H -0.64853 6.02473 1.55550
H 0.49875 5.31673 2.24426
O 3.37080 4.07816 2.31007
H 2.48786 3.86168 2.01045
H 3.27880 4.20813 3.25394
C 4.32458 3.21710 -2.61290
C 5.47537 2.71412 -1.67533
O 5.21855 3.19114 -0.40329
H 4.17146 4.23857 -2.26469
H 3.35989 2.73291 -2.46114
H 4.67260 3.15884 -3.64421
H 6.40745 2.99548 -2.16540
H 5.38858 1.64533 -1.47978
H 4.30799 2.95095 -0.21678
C 1.56542 4.43786 0.54293
C 2.69275 4.13834 -0.37941
O 3.67414 3.42388 0.31524
H 1.68221 5.34998 1.12815
H 1.23038 3.55380 1.08540
H 0.65761 4.44784 -0.06030
H 2.93326 5.04838 -0.92901
H 2.40663 3.41798 -1.14578
H 3.76314 3.83064 1.18026
C 1.92797 5.38910 -2.21226
C 2.32910 5.79494 -3.64848
O 1.24188 5.62344 -4.54920
H 0.90660 5.67334 -1.95907
H 2.58039 5.75483 -1.41937
H 1.98760 4.30316 -2.13960
H 3.24493 5.44532 -4.12504
H 2.46946 6.87568 -3.66822
H 1.54198 5.13289 -5.31790
```

The following is a quantum chemistry calculation of C6H27B3N4O10Tl2 as an isolated structure in a non-equilibrium geometry, from the OMol25 dataset.

Total charge: +2

```
52
C6H27B3N4O10Tl2 (the ωB97M-V functional and the def2-TZVPD basis)
Tl 1.03423 2.47083 -0.45203
Tl -2.59694 -1.06445 -1.42359
B -0.27420 0.83330 -2.85878
H 0.23005 1.78617 -2.90394
H -1.33555 1.02461 -2.89303
H 0.02649 0.20686 -3.68424
H -0.10829 0.33152 -1.91807
B 3.17940 2.31049 1.49482
H 3.04102 1.31418 1.10436
H 3.61503 2.95568 0.74769
H 2.23099 2.63160 1.89689
H 3.85428 2.16993 2.32490
B -0.37253 -0.16295 0.59817
H -0.93954 -0.45756 1.46763
H -0.37362 -1.00301 -0.07897
H -0.82544 0.63240 0.02673
H 0.63290 0.15231 0.83050
C -3.88127 4.05181 -1.13649
C -2.64167 3.22130 -0.94341
O -2.68159 1.95569 -0.94850
O -1.62841 3.82654 -0.71366
H -4.10106 4.24677 -2.18615
H -3.87103 4.93566 -0.49867
H -4.74046 3.45235 -0.83561
C 2.53292 -2.13477 0.34190
N 3.10433 -1.24750 -0.68048
O 2.42485 -0.22717 -0.91612
O 4.03012 -1.65215 -1.39684
H 3.07078 -3.08259 0.36287
H 1.47586 -2.34268 0.17606
H 2.68513 -1.66956 1.31582
C -1.97957 1.93724 3.60666
N -0.79151 2.83437 3.36492
O -0.49006 3.65910 4.23463
O -0.30510 2.81663 2.24984
H -1.94443 0.94245 3.16253
H -2.92682 2.38884 3.31191
H -2.12686 1.83775 4.68206
C 1.63377 -2.48109 -4.14931
N 1.20495 -2.87447 -2.74254
O 0.21737 -2.34294 -2.23184
O 1.89869 -3.66851 -2.15393
H 1.32975 -1.44034 -4.26113
H 1.21120 -3.26509 -4.77770
H 2.71001 -2.58642 -4.28612
C -0.90821 -3.62193 2.57416
N -0.99404 -4.25978 1.25775
O -1.15457 -3.45759 0.30228
O -0.79295 -5.44838 1.15973
H -1.93029 -3.44610 2.90961
H -0.39635 -2.66574 2.46549
H -0.26172 -4.32359 3.10126
```

The following is a quantum chemistry calculation of a 9-piece molecular cluster, C6H27NO10 overall in a non-equilibrium geometry, from the OMol25 dataset.

Total charge: 0
SMILES: C/C(CCC=O)=N\CO.O.O.O.O.O.O.O.O

```
44
C6H27NO10 (the ωB97M-V functional and the def2-TZVPD basis)
C -1.24615 -0.74904 1.16537
C -0.53831 -0.21075 -0.06861
C 0.40254 -1.18814 -0.64189
C -0.06189 -2.50881 -1.21233
C -0.77824 -2.36128 -2.50990
O -1.13541 -1.28973 -2.94894
N -0.57133 0.95082 -0.53087
C -1.52013 1.99390 -0.06984
O -2.58775 1.64675 -0.99951
H -1.06501 -0.32680 2.13081
H -2.29452 -0.42060 0.90167
H -1.17094 -1.78247 1.37843
H 0.99512 -0.56578 -1.42711
H 1.15226 -1.45093 0.14142
H 0.86768 -3.11793 -1.29304
H -0.57178 -3.15775 -0.49782
H -0.85340 -3.28927 -2.90776
H -1.81507 1.90889 1.02091
H -1.02820 2.99205 -0.21972
H -2.31897 1.96445 -1.90598
O -0.70253 2.34507 -3.24594
H -0.83206 2.23250 -4.20566
H 0.20687 2.12605 -3.14533
O -1.08882 2.12389 3.15703
H -0.13645 2.37355 2.95558
H -1.61558 2.87531 3.47197
O -4.29283 -0.23760 -2.07623
H -3.80047 -0.52219 -2.83162
H -3.64721 0.21110 -1.61042
O 1.66788 1.42243 -2.10363
H 1.27751 1.59498 -1.22623
H 1.21154 0.66173 -2.45828
O 2.03416 2.15585 2.93188
H 2.31002 1.41808 3.49449
H 2.48168 1.94961 2.11184
O 1.52127 -3.98917 1.48891
H 2.17425 -3.56694 0.94522
H 1.63311 -3.64343 2.33007
O 3.03881 1.15605 0.59204
H 2.42598 0.81369 -0.15896
H 3.84101 1.66840 0.29161
O 2.15818 -1.73856 3.05918
H 1.54702 -1.55817 3.80598
H 2.72617 -0.90981 2.92120
```

The following is a quantum chemistry calculation of a 7-piece molecular cluster, C6H27NO7 overall in a non-equilibrium geometry, from the OMol25 dataset.

Total charge: 0
SMILES: CC[C@@H](C)[C@@H](N)CO.O.O.O.O.O.O

```
41
C6H27NO7 (the ωB97M-V functional and the def2-TZVPD basis)
C 1.71712 -1.15942 0.98765
C 1.60073 0.08062 0.01677
C 0.80199 1.19699 0.67572
C 1.33846 1.75207 1.99683
C 0.51952 2.36468 -0.28715
N 1.64311 2.81178 -1.10742
C -0.65643 2.00653 -1.26928
O -1.75659 1.66067 -0.44691
H 1.31013 -2.01370 0.44819
H 1.13920 -0.95099 1.87036
H 2.75678 -1.31179 1.28323
H 2.62548 0.46144 -0.12124
H 1.36029 -0.24206 -0.99620
H -0.17695 0.74295 0.86382
H 2.19037 2.42706 1.88299
H 0.47134 2.25084 2.44247
H 1.64618 1.00752 2.71391
H 0.11657 3.23552 0.23549
H 2.33303 2.12760 -1.37659
H 2.04722 3.67653 -0.79851
H -0.35557 1.27298 -2.01584
H -0.95178 2.98102 -1.69230
H -2.12131 0.79249 -0.67141
O 0.11926 -0.58506 -3.97409
H 0.99005 -0.18034 -3.94563
H -0.45751 0.06457 -4.41251
O 0.84713 -1.83221 3.93534
H 1.42139 -2.58217 3.67318
H 1.48171 -1.14269 3.77598
O -1.14736 -2.41805 0.02505
H -0.90081 -2.13977 -0.89196
H -0.86355 -3.34558 0.03300
O -2.28001 -1.25757 2.62837
H -2.15483 -1.85698 1.88888
H -1.46557 -1.46561 3.08804
O -1.76423 -2.15665 -2.59294
H -2.61504 -1.70213 -2.63223
H -1.25469 -1.90989 -3.38355
O -3.09637 -0.71302 -0.91896
H -2.62324 -1.50120 -0.57525
H -3.83522 -0.44701 -0.35528
```

| no. | E (eV) |
| --- | --- |
| 1 | -18892.1267 |
| 2 | -19862.0042 |
| 3 | -20956.7056 |
| 4 | -44463.2125 |
| 5 | -28622.9521 |
| 6 | -22482.3147 |